36
Properties=species:S:1:pos:R:3:forces:R:3 method="wB97M-V/def2-TZVPD" orbital_gap_ev=6.51 e_tot_ev=-35669.64733 e_homo_ev=-8.10
C -2.34633 -1.08576 -1.24352 -0.56 0.87 -0.64
C -1.70414 -1.27617 -2.53507 -0.38 0.52 0.42
C -1.47000 0.03546 -3.11493 -0.65 0.35 0.93
H -1.40361 -2.25133 -2.96967 -0.33 0.91 0.37
C -1.93773 1.04169 -2.16206 -0.62 -0.80 -0.35
C -2.47916 0.34013 -1.01315 -0.89 -0.58 -1.21
H -2.83493 0.80572 -0.08033 0.09 -0.36 -0.76
H -2.57951 -1.87908 -0.51424 0.14 0.62 -0.65
H -0.98101 0.24408 -4.08826 -0.48 -0.22 0.98
H -1.82137 2.14069 -2.26210 -0.19 -1.01 0.01
Pb -0.06879 -0.13632 -0.97405 0.47 -0.15 1.07
Cl 0.11596 -2.15216 0.38870 0.18 -1.49 0.61
C 2.35360 -0.00837 -0.87732 0.42 0.31 -1.15
C 1.96621 1.24839 -1.49627 0.62 -0.58 -1.08
C 1.45645 0.95736 -2.82903 0.87 -0.03 0.76
H 1.94199 2.23677 -0.99464 0.20 -0.86 -0.60
C 1.54240 -0.46933 -3.03933 0.59 0.23 0.67
C 2.10934 -1.07459 -1.84447 -0.09 0.89 -0.25
H 2.22003 -2.16043 -1.65000 -0.03 1.05 -0.21
H 2.65414 -0.15004 0.17433 -0.04 0.07 -0.80
H 1.01379 1.70413 -3.52160 0.47 -0.73 0.63
H 1.19248 -1.02856 -3.93205 0.37 0.55 0.83
C -0.13751 1.29025 0.79181 0.08 0.51 0.04
C -0.00274 0.55276 2.03681 -0.21 -0.53 1.50
C -1.05506 -0.24717 2.56161 0.24 0.58 -0.52
C -0.92196 -0.87427 3.78601 -0.18 -0.20 0.30
C 0.25016 -0.72934 4.53701 0.02 0.07 -0.15
C 1.29051 0.05443 4.03824 0.22 -0.20 0.38
C 1.17011 0.68035 2.80592 -0.04 0.14 -0.53
H -1.06467 1.83329 0.69817 -0.30 -0.05 -0.19
H 0.69448 1.96216 0.62472 0.06 -0.02 -0.09
H -1.97475 -0.37132 1.96952 0.47 0.05 0.35
H -1.74452 -1.48905 4.17574 0.41 0.29 -0.21
H 0.34817 -1.22395 5.50772 -0.04 0.19 -0.38
H 2.21283 0.17602 4.62228 -0.46 -0.05 -0.29
H 1.99514 1.30353 2.42350 -0.45 -0.33 0.21